[1]
{
  "formula": "C18H23FeO5Si",
  "method": "ωB97M-V/def2-TZVPD",
  "lumo_energy_ev": [-3.70, -5.38],
  "relative_energy_kj_mol": 135.1,
  "homo_lumo_gap_ev": [5.68, 5.41],
  "s_squared": 6.1218,
  "total_charge": 1,
  "energy_ha": -2628.65549,
  "multiplicity": 5,
  "elements": ["C", "C", "C", "O", "Si", "C", "C", "C", "O", "C", "C", "H", "H", "H", "H", "H", "H", "H", "H", "H", "H", "H", "H", "H", "H", "H", "H", "O", "C", "Fe", "C", "O", "C", "O", "C", "C", "C", "C", "C", "C", "C", "H", "H", "H", "H", "H", "H", "H"],
  "xyz": [[-1.840, -0.081, -1.609], [-0.660, -0.970, -1.243], [-0.991, -1.774, -0.075], [-1.604, -1.326, 0.967], [-1.956, -2.303, 2.386], [-2.046, -0.894, 3.585], [-3.558, -3.191, 2.046], [-0.555, -3.484, 2.660], [-0.799, -3.067, -0.177], [-0.404, -3.379, -1.599], [-0.338, -2.053, -2.290], [-1.588, 0.425, -2.551], [-2.812, -0.614, -1.753], [-1.957, 0.680, -0.810], [-2.068, -1.299, 4.607], [-1.176, -0.223, 3.493], [-2.950, -0.286, 3.433], [-3.754, -3.775, 2.957], [-4.410, -2.516, 1.876], [-3.500, -3.889, 1.197], [-0.539, -3.653, 3.747], [-0.732, -4.446, 2.163], [0.423, -3.098, 2.349], [0.531, -3.938, -1.547], [-1.199, -4.035, -1.955], [-1.081, -2.011, -3.089], [0.652, -1.889, -2.739], [3.636, 7.037, -0.766], [3.036, 6.070, -0.517], [2.511, 4.496, -1.029], [2.270, 4.629, -2.741], [2.450, 4.575, -3.909], [4.093, 3.813, -1.283], [5.060, 3.364, -1.818], [0.837, 0.125, -0.911], [1.642, 0.225, 0.255], [2.374, 1.304, 0.777], [2.028, 2.672, 0.780], [1.004, 3.278, -0.042], [0.520, 2.688, -1.278], [0.484, 1.308, -1.665], [0.993, -0.849, -1.434], [1.832, -0.753, 0.724], [3.245, 1.086, 1.446], [2.515, 3.302, 1.556], [0.488, 4.225, 0.299], [-0.234, 3.362, -1.767], [0.131, 1.131, -2.705]]
}

=====

[2]
{
  "formula": "C18H23GaI2N5O3S",
  "method": "ωB97M-V/def2-TZVPD",
  "lumo_energy_ev": -2.59,
  "homo_lumo_gap_ev": 8.36,
  "total_charge": 1,
  "energy_ha": -4117.44074,
  "elements": ["Ga", "I", "C", "C", "C", "I", "C", "O", "C", "C", "N", "C", "C", "C", "C", "C", "C", "N", "C", "H", "H", "H", "H", "H", "H", "H", "H", "H", "H", "H", "O", "N", "O", "C", "C", "N", "C", "S", "N", "C", "C", "H", "H", "H", "H", "H", "H", "H", "H", "H", "H", "H", "H"],
  "xyz": [[-0.511, 0.868, 0.744], [2.109, -5.747, 2.572], [1.113, -4.087, 1.755], [-0.273, -4.033, 1.787], [-0.918, -2.935, 1.246], [-3.007, -2.760, 1.342], [-0.205, -1.887, 0.661], [-0.834, -0.842, 0.100], [1.193, -1.940, 0.678], [1.951, -0.730, 0.197], [1.619, 0.442, 1.057], [1.966, 0.245, 2.473], [0.767, 0.377, 3.380], [0.912, 0.452, 4.756], [-0.222, 0.488, 5.548], [-1.471, 0.420, 4.946], [-1.536, 0.366, 3.570], [-0.434, 0.357, 2.808], [1.845, -3.041, 1.219], [-0.842, -4.831, 2.243], [3.025, -0.924, 0.213], [1.655, -0.475, -0.823], [2.113, 1.252, 0.697], [2.341, -0.771, 2.612], [2.752, 0.930, 2.789], [1.902, 0.482, 5.193], [-0.132, 0.570, 6.623], [-2.380, 0.422, 5.530], [-2.480, 0.327, 3.043], [2.928, -3.072, 1.214], [-2.362, 1.756, 0.940], [-1.951, 2.828, 1.453], [-0.720, 2.821, 1.630], [-0.990, 4.077, -4.195], [0.166, 3.087, -4.121], [-0.286, 1.725, -3.831], [-0.434, 1.185, -2.624], [0.038, 2.107, -1.236], [-0.940, -0.033, -2.500], [-1.209, -0.949, -3.608], [0.074, -1.525, -4.205], [-0.613, 5.062, -4.468], [-1.488, 4.159, -3.229], [-1.719, 3.775, -4.947], [0.864, 3.385, -3.345], [0.700, 3.052, -5.070], [-0.671, 1.218, -4.614], [-0.954, -0.439, -1.569], [-1.808, -0.443, -4.369], [-1.824, -1.750, -3.204], [0.738, -0.735, -4.555], [-0.164, -2.173, -5.048], [0.607, -2.114, -3.458]]
}

=====

[3]
{
  "formula": "C18H23IIrN4OS2Si",
  "method": "ωB97M-V/def2-TZVPD",
  "lumo_energy_ev": [-6.79, -8.55],
  "relative_energy_kj_mol": 55.5,
  "homo_lumo_gap_ev": [7.78, 6.01],
  "s_squared": 0.7581,
  "total_charge": 2,
  "energy_ha": -2481.24139,
  "multiplicity": 2,
  "elements": ["Ir", "C", "Si", "C", "C", "H", "H", "H", "H", "H", "H", "H", "H", "H", "O", "S", "N", "N", "S", "C", "C", "C", "C", "C", "C", "C", "C", "C", "C", "C", "C", "H", "H", "H", "H", "H", "H", "H", "H", "H", "H", "H", "I", "C", "C", "N", "N", "C", "H", "H", "H"],
  "xyz": [[0.816, -0.017, 0.903], [0.096, -1.736, 2.691], [-1.059, -1.358, 1.218], [-2.604, -0.417, 1.578], [-1.312, -2.810, 0.112], [-0.611, -2.360, 3.260], [0.399, -0.962, 3.400], [0.941, -2.383, 2.459], [-3.325, -1.071, 2.078], [-3.075, -0.095, 0.646], [-2.433, 0.451, 2.212], [-2.060, -3.455, 0.586], [-0.413, -3.405, -0.040], [-1.718, -2.514, -0.857], [1.438, 1.401, 4.222], [0.438, 2.034, 3.397], [0.219, 1.415, 2.037], [1.939, -1.526, 0.068], [1.824, -2.116, -1.441], [3.053, -1.370, -2.474], [2.596, -0.713, -3.609], [3.517, -0.065, -4.423], [4.862, -0.074, -4.084], [5.306, -0.738, -2.942], [4.401, -1.399, -2.131], [2.422, -3.793, -1.303], [2.299, -4.467, -0.095], [2.696, -5.794, -0.027], [3.190, -6.432, -1.155], [3.293, -5.748, -2.360], [2.909, -4.419, -2.444], [2.846, -1.697, 0.495], [1.541, -0.711, -3.855], [3.183, 0.444, -5.317], [5.577, 0.433, -4.718], [6.359, -0.748, -2.696], [4.742, -1.941, -1.256], [1.911, -3.968, 0.782], [2.619, -6.328, 0.910], [3.497, -7.468, -1.097], [3.679, -6.247, -3.238], [2.999, -3.886, -3.381], [3.103, 3.504, -3.509], [1.829, 2.605, -2.170], [0.536, 2.989, -1.853], [0.070, 2.131, -0.939], [0.993, 1.190, -0.655], [2.078, 1.483, -1.388], [-0.070, 3.800, -2.222], [-0.821, 2.131, -0.468], [2.965, 0.874, -1.326]]
}